(1)
{
  "formula": "C11H38N3O6",
  "method": "ωB97M-V/def2-TZVPD",
  "species": ["N", "H", "H", "H", "H", "C", "O", "H", "H", "H", "C", "C", "O", "H", "H", "H", "H", "H", "O", "H", "H", "O", "H", "H", "C", "C", "C", "O", "C", "N", "H", "H", "H", "H", "H", "H", "H", "H", "H", "H", "H", "C", "C", "C", "O", "C", "N", "H", "H", "H", "H", "H", "H", "H", "H", "H", "H", "H"],
  "coordinates": [[6.5295, -10.6199, 24.6765], [6.9177, -11.3963, 25.2345], [5.4979, -10.6079, 24.6941], [6.9248, -10.8475, 23.7252], [6.9475, -9.7008, 24.9969], [7.2091, -7.2548, 26.1412], [7.8235, -8.3513, 25.5853], [6.8097, -6.5999, 25.3459], [6.3809, -7.4941, 26.8419], [7.9292, -6.6706, 26.7438], [7.9775, -11.6346, 19.9370], [7.1337, -11.3926, 21.1931], [7.8295, -10.8336, 22.2260], [8.7196, -10.8532, 19.7595], [7.3313, -11.7056, 19.0509], [8.5293, -12.5735, 20.0291], [6.7452, -12.4157, 21.4416], [6.2146, -10.7927, 20.9984], [9.9240, -9.8808, 27.2991], [10.3581, -10.4436, 26.6523], [9.0349, -9.7206, 26.9259], [9.5830, -8.9344, 23.5513], [8.8852, -8.6698, 24.1919], [9.1485, -9.6013, 22.9875], [3.8141, -8.1357, 24.8122], [3.4306, -9.1353, 23.7483], [4.1444, -8.9424, 22.4274], [3.9950, -7.6078, 22.0145], [4.5721, -7.3919, 20.7434], [3.6750, -10.5080, 24.2539], [3.9625, -7.1059, 24.5002], [4.7634, -8.4283, 25.2848], [3.1875, -8.1333, 25.7132], [2.3492, -9.0489, 23.5678], [3.6753, -9.6291, 21.7073], [5.2153, -9.1693, 22.5207], [4.4910, -6.3232, 20.5574], [4.1540, -8.0070, 19.9408], [5.6453, -7.6244, 20.7981], [3.0798, -10.6524, 25.0623], [3.3773, -11.1617, 23.5354], [6.3602, -13.1244, 27.3448], [7.7783, -12.6170, 27.0805], [8.7942, -13.1430, 28.0825], [8.8692, -14.5521, 28.0099], [9.9700, -15.0329, 28.7462], [8.1610, -12.7328, 25.6754], [6.3910, -14.1796, 27.6211], [5.7347, -13.0012, 26.4568], [5.8246, -12.5546, 28.1051], [7.7481, -11.5439, 27.3086], [8.5181, -12.8079, 29.0917], [9.7507, -12.6540, 27.8553], [10.8953, -14.7169, 28.2539], [9.9369, -16.1234, 28.6881], [9.9494, -14.7730, 29.8082], [8.2578, -13.7043, 25.3862], [9.1266, -12.4122, 25.6113]],
  "forces_ev_per_angstrom": [[0.168, -0.482, 0.360], [-0.145, 0.349, -0.196], [0.354, -0.045, -0.228], [0.270, 0.454, -0.951], [0.283, 0.514, 0.266], [0.543, -0.258, -0.252], [-0.488, -1.115, 0.235], [-0.178, 0.290, 0.229], [-0.147, -0.005, -0.073], [-0.108, 0.254, -0.017], [-0.181, 0.071, -0.442], [0.213, -0.075, 0.825], [-0.265, -0.271, 0.510], [-0.174, 0.185, 0.157], [0.095, -0.084, -0.032], [0.009, 0.012, 0.045], [-0.187, 0.077, 0.064], [0.051, -0.038, -0.632], [-0.342, -0.525, 0.332], [0.033, 0.266, -0.232], [0.311, 0.689, -0.346], [-0.077, -0.265, -0.051], [0.235, 0.186, 0.108], [-0.100, 0.086, -0.080], [1.133, -0.073, 1.404], [-0.897, 0.062, 0.458], [0.272, -0.092, 0.268], [-0.566, -0.079, -0.370], [0.952, 0.192, 0.556], [-0.200, 0.271, -0.275], [-0.264, -0.080, -0.373], [0.195, 0.057, -0.524], [-0.591, -0.057, -0.468], [0.071, 0.289, -0.238], [0.238, -0.007, -0.174], [-0.032, -0.217, -0.026], [-0.215, -0.061, -0.296], [-0.340, 0.092, 0.086], [-0.053, -0.036, -0.107], [-0.009, -0.095, -0.031], [0.044, -0.146, 0.135], [-0.159, -0.293, -0.372], [-0.420, 0.715, 0.774], [-0.285, 0.296, -0.270], [0.149, 0.190, 0.362], [-0.028, -0.788, -0.575], [0.807, -0.678, 0.359], [-0.212, 0.003, -0.033], [0.176, -0.188, -0.128], [0.373, -0.065, 0.302], [0.134, 0.019, -0.239], [-0.052, -0.151, 0.054], [0.140, -0.258, 0.016], [0.146, 0.174, 0.345], [-0.029, 0.033, -0.005], [-0.012, 0.356, -0.053], [-0.442, -0.065, 0.147], [-0.193, 0.412, -0.306]],
  "e_above_lowest_kj_mol": 0.0,
  "orbital_gap_ev": 6.47,
  "charge": -1,
  "lumo_energy_ev": 2.63
}



(2)
{
  "formula": "C11H38O8",
  "method": "ωB97M-V/def2-TZVPD",
  "species": ["C", "C", "O", "H", "H", "H", "H", "H", "H", "C", "C", "O", "H", "H", "H", "H", "H", "H", "C", "C", "O", "H", "H", "H", "H", "H", "H", "C", "O", "H", "H", "H", "H", "C", "O", "H", "H", "H", "H", "C", "O", "H", "H", "H", "H", "C", "O", "H", "H", "H", "H", "C", "O", "H", "H", "H", "H"],
  "coordinates": [[3.3321, 1.1935, -0.5921], [2.6896, 1.4189, 0.7554], [3.6081, 2.1774, 1.5939], [4.2620, 0.7219, -0.4012], [3.5594, 2.0899, -1.1264], [2.6637, 0.4940, -1.2459], [2.4730, 0.4431, 1.1446], [1.7563, 1.9317, 0.6279], [3.6337, 3.1287, 1.4493], [-2.4082, -1.3316, 0.0334], [-1.1911, -1.2770, 0.9922], [-0.3717, -0.1177, 0.6959], [-2.8869, -0.4138, -0.1072], [-3.1415, -2.0052, 0.4783], [-2.1526, -1.6994, -0.9872], [-0.6460, -2.1794, 1.0346], [-1.6324, -1.1659, 1.9094], [-0.7320, 0.6439, 1.1949], [1.2478, -1.7622, -3.4151], [0.4469, -1.1975, -2.3596], [1.1870, -1.1941, -1.1734], [2.1506, -1.2932, -3.6680], [0.5914, -1.9377, -4.2706], [1.5849, -2.7605, -3.2614], [-0.4115, -1.7718, -2.1888], [0.2483, -0.1965, -2.6452], [0.6519, -0.7975, -0.5374], [-2.5169, 2.5845, 1.9290], [-1.8023, 1.4888, 2.3536], [-3.4956, 2.3713, 1.5285], [-1.9939, 3.0844, 1.1534], [-2.5581, 3.2851, 2.8402], [-1.2273, 1.8365, 2.9499], [1.9360, -3.1457, 1.8476], [3.2530, -3.3451, 2.4769], [1.1698, -3.4832, 2.5600], [1.7838, -3.7294, 0.9302], [1.7241, -2.1172, 1.4897], [3.9661, -2.7328, 2.2575], [1.2305, -0.2665, 3.6364], [0.7353, 0.2175, 4.8894], [1.6498, -1.2705, 3.6113], [2.0741, 0.3969, 3.3894], [0.4755, -0.1966, 2.8629], [1.3273, 0.0652, 5.5950], [-2.1936, 0.1840, -4.4043], [-2.9346, -0.2080, -3.2459], [-1.4185, 0.9667, -4.2418], [-2.8783, 0.5056, -5.2346], [-1.6596, -0.6459, -4.8279], [-2.4087, 0.1544, -2.5232], [-2.6793, 2.3933, -1.4644], [-1.7150, 1.4204, -1.3227], [-2.6703, 2.7777, -2.4543], [-2.4598, 3.2674, -0.8336], [-3.5924, 1.8482, -1.2427], [-1.6335, 1.1508, -0.4358]],
  "forces_ev_per_angstrom": [[-1.770, -1.444, -1.053], [1.120, 1.419, -1.009], [-0.392, -1.136, 0.577], [0.971, -0.731, -0.028], [-0.108, 0.815, -0.341], [1.284, 1.266, 1.173], [0.164, -0.236, 0.941], [-0.668, 0.434, 0.173], [-0.496, -0.286, -0.490], [1.407, -2.364, -0.414], [-1.345, 1.805, -2.445], [-0.121, -0.570, 0.245], [-0.627, 1.594, 0.118], [-0.053, -0.159, -0.166], [-0.166, 0.156, 0.764], [1.028, -0.806, -0.467], [-0.717, 0.499, 2.717], [0.056, -0.556, 0.139], [-0.412, -2.246, -2.082], [1.166, 0.515, 0.976], [2.015, -1.264, -0.904], [0.942, 1.450, -0.461], [0.223, 0.597, -0.465], [0.112, -1.110, 0.922], [-1.699, -0.652, -0.169], [-0.899, 1.216, -0.138], [-1.204, 1.344, 1.975], [-0.673, 2.501, 1.590], [-1.775, -2.923, -2.231], [-0.377, -0.466, 0.314], [0.599, 0.775, -0.760], [-0.590, -0.587, -1.565], [2.880, 0.880, 2.967], [0.812, 0.325, -0.334], [-1.360, -0.249, -0.175], [0.413, 0.301, -0.013], [0.553, -0.276, 0.230], [0.352, -0.304, 0.659], [-0.759, 0.171, -0.512], [1.435, 0.970, 0.428], [-1.811, -0.176, -1.362], [-0.317, -0.243, 0.555], [-0.219, -0.162, -0.475], [-0.211, 0.116, 0.243], [1.166, -0.400, 0.860], [-0.522, 0.470, -0.939], [0.610, 0.489, -0.685], [-0.732, -0.239, 0.241], [0.385, 0.010, 0.942], [0.366, -0.730, -0.057], [-0.082, -0.076, 0.455], [-0.630, 0.444, 0.957], [1.890, -0.231, -2.004], [-0.124, -0.041, -1.055], [-0.488, -0.252, 0.100], [-0.917, 0.997, -0.008], [0.315, -0.643, 1.544]],
  "e_above_lowest_kj_mol": 428.8,
  "orbital_gap_ev": 10.11,
  "charge": 0,
  "lumo_energy_ev": 0.37
}